Arrangement i

Formula: C4H8BrOP
Source: the Open Molecules 2025 dataset
Level of theory: ωB97M-V/def2-TZVPD

Element x y z (Å)
1 C -1.457 -2.149 1.293
2 C -1.734 -0.951 0.812
3 C 1.606 1.728 -1.696
4 C -0.602 -0.062 0.472
5 O 0.565 -0.432 1.176
6 P -0.336 -0.318 -1.404
7 Br -2.162 0.746 -1.971
8 H -2.215 -2.883 1.474
9 H -0.370 -2.343 1.391
10 H -2.571 -0.438 0.420
11 H 1.508 2.228 -0.789
12 H 1.046 2.053 -2.477
13 H 2.388 1.068 -1.860
14 H -0.881 0.982 0.638
15 H 0.663 0.197 1.853

Properties
- Multiplicity: 1
- Frontier orbital gap (alpha / beta): 7.89 / 7.95 eV
- M: 183.0 g mol⁻¹

Arrangement ii

Formula: C4H8BrOP
Source: the Open Molecules 2025 dataset
Level of theory: ωB97M-V/def2-TZVPD

Element x y z (Å)
1 C -2.098 1.171 -0.540
2 C -0.919 0.834 -1.048
3 C 1.036 -1.598 0.475
4 C 0.429 0.974 -0.465
5 O 0.367 1.037 0.959
6 P 1.400 -0.566 -0.908
7 Br 4.322 0.026 0.155
8 H -2.939 1.024 -1.102
9 H -2.309 1.638 0.430
10 H -0.991 0.347 -2.006
11 H 1.793 -1.497 1.376
12 H 1.157 -2.629 0.030
13 H -0.003 -1.456 0.826
14 H 0.837 1.964 -0.877
15 H 0.336 2.017 1.236

Properties
- Multiplicity: 1
- Frontier orbital gap (alpha / beta): 6.91 / 6.91 eV
- M: 183.0 g mol⁻¹

Stability, descending: arrangement ii, arrangement i

Arrangement i

Formula: C5H11NO2
Source: the Open Molecules 2025 dataset
Level of theory: ωB97M-V/def2-TZVPD

Element x y z (Å)
1 C -0.679 -1.929 0.017
2 C -0.039 -0.520 -0.140
3 C -0.684 0.530 0.804
4 C -1.687 1.496 0.131
5 O -2.903 0.987 -0.132
6 N 1.412 -0.646 -0.087
7 C 2.225 0.413 -0.725
8 O 3.537 0.276 -0.488
9 H -1.286 -2.186 -0.856
10 H 0.110 -2.662 0.194
11 H -1.379 -1.967 0.856
12 H -0.272 -0.198 -1.161
13 H 0.119 1.103 1.284
14 H -1.186 -0.010 1.627
15 H -1.118 1.870 -0.771
16 H -1.684 2.412 0.801
17 H 1.759 -0.761 0.859
18 H 1.933 0.369 -1.811
19 H 1.821 1.422 -0.403

Properties
- Multiplicity: 1
- Net charge: -2
- Structure (SMILES): C[C@@H](CC[O-])NC[O-]
- Frontier orbital gap: 6.29 eV
- M: 117.1 g mol⁻¹

Arrangement ii

Formula: C5H11NO2
Source: the Open Molecules 2025 dataset
Level of theory: ωB97M-V/def2-TZVPD

Element x y z (Å)
1 C 2.065 1.000 -0.057
2 C 0.696 1.451 0.583
3 C -0.432 -0.721 -0.197
4 C -0.888 0.020 -1.474
5 O 0.105 0.323 -2.388
6 N 0.641 1.629 1.904
7 C -0.183 0.225 1.076
8 O -2.420 -2.876 0.526
9 H 2.285 1.786 -0.791
10 H 2.836 1.001 0.712
11 H 1.899 0.140 -0.704
12 H 0.295 2.178 -0.136
13 H 0.457 -1.345 -0.328
14 H -1.234 -1.421 0.164
15 H -1.310 0.989 -1.123
16 H -1.738 -0.582 -1.852
17 H -1.206 0.389 1.408
18 H -2.081 -3.716 0.861
19 H 0.211 -0.468 1.815

Properties
- Multiplicity: 1
- Net charge: -2
- Frontier orbital gap: 6.02 eV
- M: 117.1 g mol⁻¹

Stability, descending: arrangement i, arrangement ii

Arrangement i

Formula: C2H4N2O2S
Source: the Open Molecules 2025 dataset
Level of theory: ωB97M-V/def2-TZVPD

Element x y z (Å)
1 C -0.700 -1.681 -0.223
2 C -0.626 -0.310 -0.265
3 N 0.831 1.691 0.430
4 N -1.849 0.506 -0.156
5 O -2.883 -0.114 0.054
6 O -1.757 1.731 -0.303
7 S 0.858 0.475 -0.760
8 H 0.234 -2.224 -0.255
9 H -1.695 -2.195 -0.209
10 H 1.631 1.728 0.981
11 H 0.494 2.551 0.104

Properties
- Multiplicity: 1
- Structure (SMILES): C=C(SN)[N+](=O)[O-]
- Frontier orbital gap: 8.65 eV
- M: 120.1 g mol⁻¹

Arrangement ii

Formula: C2H4N2O2S
Source: the Open Molecules 2025 dataset
Level of theory: ωB97M-V/def2-TZVPD

Element x y z (Å)
1 C -0.304 -0.744 0.187
2 C 2.201 0.243 -0.015
3 H -2.313 1.040 -1.169
4 H -0.276 1.344 0.147
5 H -1.814 -1.055 1.069
6 H 3.348 0.079 -0.575
7 N -0.714 0.425 -0.264
8 N -0.989 -1.657 0.710
9 O -2.086 0.413 -0.321
10 O 1.633 1.136 0.618
11 S 1.313 -1.223 -0.387

Properties
- Multiplicity: 1
- Structure (SMILES): [H]/N=C(\NO)SC=O
- Frontier orbital gap: 9.84 eV
- M: 120.1 g mol⁻¹

Stability, descending: arrangement ii, arrangement i

Arrangement i

Formula: C4H5FN2
Source: the Open Molecules 2025 dataset
Level of theory: ωB97M-V/def2-TZVPD

Element x y z (Å)
1 C 1.300 -0.497 -0.337
2 C -1.022 -0.101 0.928
3 C 1.148 -0.143 -1.586
4 C -0.981 0.858 -0.056
5 N 1.154 -0.922 0.812
6 N 0.117 -0.499 1.608
7 F -2.071 1.354 -0.613
8 H -1.823 -0.612 1.247
9 H 1.560 0.854 -1.993
10 H 0.549 -0.731 -2.230
11 H 0.011 1.397 -0.232
12 H 0.059 -0.959 2.450

Properties
- Multiplicity: 1
- Structure (SMILES): C=C=NN/C=C/F
- Frontier orbital gap: 9.39 eV
- M: 100.1 g mol⁻¹

Arrangement ii

Formula: C4H5FN2
Source: the Open Molecules 2025 dataset
Level of theory: ωB97M-V/def2-TZVPD

Element x y z (Å)
1 C -0.122 0.717 0.000
2 C 0.628 -0.544 0.328
3 C -0.795 -0.620 -0.247
4 C -1.835 -1.003 0.692
5 N -4.202 1.213 -0.298
6 N -5.260 0.937 -0.199
7 F -2.589 -1.943 0.194
8 H -0.277 1.217 0.916
9 H 0.439 1.136 -0.755
10 H 1.456 -1.038 -0.216
11 H 0.770 -0.702 1.392
12 H -0.880 -0.860 -1.279

Properties
- Multiplicity: 1
- Frontier orbital gap: 9.37 eV
- M: 100.1 g mol⁻¹

Stability, descending: arrangement ii, arrangement i

Arrangement i

Formula: C3H6IN2O
Source: the Open Molecules 2025 dataset
Level of theory: ωB97M-V/def2-TZVPD

Element x y z (Å)
1 C 0.599 -0.667 -0.536
2 C -0.584 0.717 1.969
3 C 0.151 -0.402 -1.943
4 N -0.722 0.344 0.740
5 N 0.394 0.351 2.831
6 O 1.313 -1.256 0.146
7 I -2.238 1.641 3.003
8 H 0.060 0.717 -2.094
9 H 0.801 -1.057 -2.401
10 H -0.841 -0.935 -2.065
11 H -1.394 0.842 0.126
12 H 1.292 -0.216 2.543
13 H 0.305 0.485 3.757

Properties
- Multiplicity: 1
- Net charge: +1
- Frontier orbital gap: 9.48 eV
- M: 213.0 g mol⁻¹

Arrangement ii

Formula: C3H6IN2O
Source: the Open Molecules 2025 dataset
Level of theory: ωB97M-V/def2-TZVPD

Element x y z (Å)
1 C -0.154 -0.716 -0.252
2 C 1.643 0.237 0.820
3 C -0.727 0.505 -0.276
4 N 1.167 -0.821 0.087
5 N -1.968 0.905 -0.171
6 O -0.826 -1.811 -0.636
7 I 0.993 2.187 -0.148
8 H 2.727 0.274 0.898
9 H 1.163 0.341 1.792
10 H 1.783 -1.467 -0.394
11 H -2.306 1.688 -0.715
12 H -2.560 0.592 0.589
13 H -0.935 -1.915 -1.593

Properties
- Multiplicity: 1
- Net charge: +1
- Frontier orbital gap: 7.88 eV
- M: 213.0 g mol⁻¹

Stability, descending: arrangement i, arrangement ii

Arrangement i

Formula: C3H6ClF
Source: the Open Molecules 2025 dataset
Level of theory: ωB97M-V/def2-TZVPD

Element x y z (Å)
1 C -0.542 -1.771 -0.890
2 C -0.733 -0.622 0.328
3 C 0.404 0.387 0.585
4 H 0.467 -2.035 -0.927
5 H -1.241 -2.604 -0.520
6 H -0.781 -1.467 -1.905
7 H -1.650 -0.064 -0.104
8 H 1.329 -0.150 0.746
9 H 0.199 1.000 1.439
10 F -1.087 -1.047 1.518
11 Cl 0.982 1.575 -0.737

Properties
- Multiplicity: 1
- Structure (SMILES): C[C@@H](F)CCl
- Frontier orbital gap: 11.85 eV
- M: 96.5 g mol⁻¹

Arrangement ii

Formula: C3H6ClF
Source: the Open Molecules 2025 dataset
Level of theory: ωB97M-V/def2-TZVPD

Element x y z (Å)
1 C 2.155 -0.500 0.060
2 C 1.109 0.497 -0.295
3 C -0.217 0.509 0.436
4 H 2.856 -0.605 -0.697
5 H 2.569 -0.294 1.037
6 H 1.697 -1.450 0.239
7 H 1.469 1.468 -0.112
8 H 0.752 0.437 -1.312
9 H -0.071 0.669 1.506
10 F -0.932 1.502 -0.096
11 Cl -1.127 -0.987 -0.059

Properties
- Multiplicity: 1
- Structure (SMILES): CC[C@@H](F)Cl
- Frontier orbital gap: 12.02 eV
- M: 96.5 g mol⁻¹

Stability, descending: arrangement ii, arrangement i